a.
The following is a DFT calculation (the ωB97M-V functional and the def2-TZVPD basis) of a 2-piece molecular cluster, C3H7N3O overall.

```
! RIJCOSX wB97M-V def2-TZVPD def2/J DEFGRID3
* xyz 0 1
O 1.486 -0.571 0.316
N 0.179 0.015 0.198
N -1.903 0.385 -1.518
N -0.378 0.261 1.518
C -2.460 -0.287 -0.677
C -0.832 -0.797 0.701
C 2.634 0.216 -0.031
H 3.044 0.991 0.608
H -1.032 1.040 1.650
H -3.493 -0.586 -0.294
H -2.407 1.003 -2.269
H 2.493 0.700 -1.007
H 3.364 -0.518 -0.212
H -0.694 -1.852 1.016
*
```

Frontier orbital gap ... 9.36 eV

=====

b.
The following is a DFT calculation (the ωB97M-V functional and the def2-TZVPD basis) of C3H7N3O as an isolated structure.

```
! RIJCOSX wB97M-V def2-TZVPD def2/J DEFGRID3
* xyz 0 1
O 1.059 1.413 1.582
N -0.261 -0.204 0.301
N 0.808 0.926 -1.083
N 1.383 -1.836 0.527
C 0.291 1.344 0.675
C -1.595 -0.270 -0.277
C 0.346 -1.247 0.863
H 1.632 -2.646 1.076
H -1.732 -1.220 -0.802
H -2.328 -0.153 0.517
H -0.554 2.027 0.502
H 0.883 0.118 -1.698
H -1.718 0.536 -1.003
H 1.785 1.211 -1.180
*
```

Frontier orbital gap (alpha / beta) ... 7.52 / 7.53 eV

=====

The structure with the least stability is a.

=====

a.
The following is a DFT calculation (the ωB97M-V functional and the def2-TZVPD basis) of one molecule with the formula C3H7N3O.

```
! RIJCOSX wB97M-V def2-TZVPD def2/J DEFGRID3
* xyz 0 1
O 2.364 1.198 -0.240
N 0.952 1.070 -0.197
N -1.664 -0.813 -0.512
N -1.531 1.349 0.431
C 0.448 -0.059 0.452
C -1.006 0.249 0.059
C 1.071 -1.231 0.544
H 2.629 0.872 -1.114
H -2.544 1.376 0.357
H 2.141 -1.297 0.422
H -1.277 -1.739 -0.484
H 0.531 -2.149 0.696
H -2.669 -0.770 -0.559
H 0.554 1.944 0.143
*
```

Frontier orbital gap ... 9.47 eV
SMILES ... [H]/N=C(\N)C(=C)NO

=====

b.
The following is a DFT calculation (the ωB97M-V functional and the def2-TZVPD basis) of one molecule with the formula C3H7N3O.

```
! RIJCOSX wB97M-V def2-TZVPD def2/J DEFGRID3
* xyz 0 1
O -1.581 1.869 0.382
N -1.007 0.836 0.671
N 1.112 1.932 -0.150
N -0.171 -1.368 -0.986
C 0.339 -0.228 -0.931
C 0.447 0.737 0.263
C -0.603 -2.130 0.146
H 0.418 2.609 -0.464
H 0.002 -3.051 0.179
H -0.547 -1.606 1.110
H 0.949 0.211 1.077
H 0.619 0.255 -1.856
H 1.664 2.349 0.592
H -1.643 -2.416 -0.032
*
```

Frontier orbital gap (alpha / beta) ... 8.91 / 8.91 eV
SMILES ... C/N=C\[C@@H](N)N=O

=====

c.
The following is a DFT calculation (the ωB97M-V functional and the def2-TZVPD basis) of one molecule with the formula C3H7N3O.

```
! RIJCOSX wB97M-V def2-TZVPD def2/J DEFGRID3
* xyz 0 1
O 0.407 -0.045 0.024
N 2.740 -0.312 -0.590
N 1.443 -1.862 0.436
N 0.152 1.014 -0.842
C 1.583 -0.670 -0.038
C -1.111 1.376 -0.553
C -1.950 0.783 0.534
H -2.756 1.400 1.007
H -1.487 0.674 1.372
H 2.026 -2.760 -0.075
H 0.349 -1.942 0.592
H 2.541 0.653 -1.044
H -1.636 2.035 -1.297
H -2.300 -0.342 0.476
*
```

Frontier orbital gap ... 9.34 eV
SMILES ... [H]/N=C(/N)O/N=C\C

=====

d.
The following is a DFT calculation (the ωB97M-V functional and the def2-TZVPD basis) of one molecule with the formula C3H7N3O.

```
! RIJCOSX wB97M-V def2-TZVPD def2/J DEFGRID3
* xyz 0 1
O 0.106 -0.802 -2.018
N -0.952 -0.146 -1.253
N -0.689 2.091 -0.407
N 0.914 -1.132 0.535
C 0.616 0.309 0.593
C -0.340 0.831 -0.420
C 0.092 -0.613 1.595
H -0.990 -0.833 1.500
H 1.883 -1.250 0.751
H 0.324 -1.451 -1.350
H 0.487 -0.748 2.583
H 1.361 1.014 0.929
H -1.374 2.303 -1.115
H -1.438 0.429 -1.921
*
```

Frontier orbital gap ... 10.44 eV
SMILES ... [H]/N=C(\NO)[C@H]1CN1

=====

The structure with the least stability is c.

=====

a.
The following is a DFT calculation (the ωB97M-V functional and the def2-TZVPD basis) of one molecule with the formula C3H7N3O.

```
! RIJCOSX wB97M-V def2-TZVPD def2/J DEFGRID3
* xyz 0 1
O -2.341 -0.940 -0.320
N 1.384 -1.586 0.187
N 0.211 -0.901 0.208
N -1.013 0.996 -0.128
C -2.075 0.318 0.084
C 0.196 0.380 0.054
C 1.400 1.283 0.034
H 2.000 1.098 -0.860
H 1.064 2.316 0.027
H 1.232 -2.570 0.015
H 2.028 1.101 0.905
H -2.966 0.900 0.326
H -3.260 -1.184 -0.156
H 2.142 -1.210 -0.378
*
```

Frontier orbital gap ... 8.23 eV
SMILES ... CC(/N=C\O)=N\N

=====

b.
The following is a DFT calculation (the ωB97M-V functional and the def2-TZVPD basis) of a 2-piece molecular cluster, C3H7N3O overall.

```
! RIJCOSX wB97M-V def2-TZVPD def2/J DEFGRID3
* xyz 0 1
O 0.682 2.883 -0.460
N -1.844 -0.673 0.552
N 0.444 -0.400 0.417
N -1.549 2.042 -0.441
C -0.399 2.417 -0.418
C 1.755 -0.818 -0.029
C -0.706 -1.036 0.085
H 1.670 -1.282 -1.016
H 2.398 0.061 -0.127
H -0.552 -1.845 -0.642
H 0.387 0.230 1.205
H -1.922 1.217 0.046
H 2.222 -1.537 0.657
H -2.584 -1.257 0.171
*
```

Frontier orbital gap ... 10.25 eV
SMILES ... [H]/N=C/NC.N=C=O

=====

c.
The following is a DFT calculation (the ωB97M-V functional and the def2-TZVPD basis) of C3H7N3O as an isolated structure.

```
! RIJCOSX wB97M-V def2-TZVPD def2/J DEFGRID3
* xyz 0 1
O -2.514 -0.682 1.062
N 0.168 0.155 -0.873
N -1.364 0.923 -0.351
N 0.687 -1.657 0.699
C -1.520 -0.388 0.417
C -0.231 -0.791 0.107
C 1.417 0.858 -0.560
H -1.041 1.717 0.196
H 2.230 0.274 -1.004
H 0.836 -2.517 0.179
H 1.613 0.970 0.515
H 1.400 1.833 -1.057
H 0.443 -1.883 1.656
H -2.123 1.188 -0.985
*
```

Frontier orbital gap (alpha / beta) ... 7.34 / 7.34 eV

=====

d.
The following is a DFT calculation (the ωB97M-V functional and the def2-TZVPD basis) of a 2-piece molecular cluster, C3H7N3O overall.

```
! RIJCOSX wB97M-V def2-TZVPD def2/J DEFGRID3
* xyz 0 1
O -1.342 0.040 2.302
N -0.967 -0.409 -1.172
N 1.625 0.169 -1.897
N -1.453 -0.125 0.027
C 1.352 0.794 0.567
C -0.820 -0.444 1.135
C 1.357 0.505 -0.618
H -2.159 0.602 0.158
H 0.910 -0.415 -2.317
H -1.084 -0.518 3.043
H 2.570 -0.143 -2.063
H -1.497 0.137 -1.850
H -0.126 -1.272 1.136
H 1.633 1.080 1.547
*
```

Frontier orbital gap (alpha / beta) ... 7.78 / 7.78 eV

=====

The structure with the least stability is d.

=====

a.
The following is a DFT calculation (the ωB97M-V functional and the def2-TZVPD basis) of one molecule with the formula C3H7N3O.

```
! RIJCOSX wB97M-V def2-TZVPD def2/J DEFGRID3
* xyz 0 1
O 1.816 -0.470 0.193
N 0.146 2.026 0.764
N -1.159 0.116 1.285
N -0.939 -1.352 0.944
C -0.235 0.729 0.630
C 0.651 -0.293 -0.172
C 0.214 -0.430 -1.612
H 1.149 2.171 0.714
H -0.147 -1.798 1.400
H 0.914 0.108 -2.255
H -0.793 -0.041 -1.777
H -1.528 -1.780 0.232
H -0.319 2.505 1.527
H 0.230 -1.491 -1.873
*
```

Frontier orbital gap ... 9.93 eV
SMILES ... CC(=O)/C(N)=N\N

=====

b.
The following is a DFT calculation (the ωB97M-V functional and the def2-TZVPD basis) of one molecule with the formula C3H7N3O.

```
! RIJCOSX wB97M-V def2-TZVPD def2/J DEFGRID3
* xyz 0 1
O -1.599 1.099 0.381
N 0.717 0.776 -2.787
N -0.439 -0.402 1.614
N 0.185 0.156 -0.628
C -0.579 0.223 0.520
C 0.633 -1.356 1.785
C -0.054 0.885 -1.784
H 0.991 -0.453 -0.646
H 1.631 -0.906 1.675
H 0.562 -2.203 1.086
H 0.576 -1.767 2.797
H 0.384 1.381 -3.535
H -2.069 1.048 1.228
H -0.937 1.519 -1.708
*
```

Frontier orbital gap ... 10.00 eV
SMILES ... [H]/N=C/N/C(O)=N\C

=====

c.
The following is a DFT calculation (the ωB97M-V functional and the def2-TZVPD basis) of a 2-piece molecular cluster, C3H7N3O overall.

```
! RIJCOSX wB97M-V def2-TZVPD def2/J DEFGRID3
* xyz 0 1
O 0.904 0.574 -0.106
N 0.697 -2.190 -0.858
N -0.235 -1.459 -0.824
N 1.668 -2.746 -0.642
C 1.181 1.071 0.948
C -1.257 -1.010 -1.701
C 0.041 1.768 1.807
H 0.241 1.744 2.972
H 0.019 2.770 1.508
H -1.933 -1.828 -1.997
H -0.853 1.336 1.503
H 2.100 0.822 1.472
H -1.684 -0.104 -1.315
H -0.889 -0.748 -2.767
*
```

Frontier orbital gap ... 9.82 eV

=====

The structure with the least stability is c.

=====

a.
The following is a DFT calculation (the ωB97M-V functional and the def2-TZVPD basis) of one molecule with the formula C4HN3O.

```
! RIJCOSX wB97M-V def2-TZVPD def2/J DEFGRID3
* xyz 0 1
O -2.615 -0.872 0.414
N -0.085 -1.317 -0.388
N 0.338 1.111 0.083
N 3.430 -0.380 0.285
C 2.192 -0.572 -0.004
C -1.460 -0.461 -0.072
C -0.952 0.967 -0.162
C 0.745 -0.415 -0.032
H -1.594 1.940 -0.124
*
```

Frontier orbital gap ... 9.06 eV
SMILES ... N#CC1=NC(=O)C=N1

=====

b.
The following is a DFT calculation (the ωB97M-V functional and the def2-TZVPD basis) of one molecule with the formula C4HN3O.

```
! RIJCOSX wB97M-V def2-TZVPD def2/J DEFGRID3
* xyz 0 1
O -1.858 1.187 -1.532
N -0.279 0.846 0.228
N -0.337 -0.789 -1.547
N 1.755 -0.126 2.657
C 0.396 -1.211 -0.579
C -0.990 0.517 -1.089
C 1.066 -0.357 1.675
C 0.501 -0.135 0.574
H 1.051 -1.898 -0.596
*
```

Frontier orbital gap ... 8.50 eV
SMILES ... N#CC1=NC(=O)N=C1

=====

The structure with the least stability is a.

=====

a.
The following is a DFT calculation (the ωB97M-V functional and the def2-TZVPD basis) of a 6-piece molecular cluster, H12O6 overall.

```
! RIJCOSX wB97M-V def2-TZVPD def2/J DEFGRID3
* xyz 0 1
O -0.310 -0.519 3.164
O 0.368 -1.409 -2.471
O 0.691 1.222 -2.195
O 0.796 0.474 0.439
O 0.308 -2.241 0.878
O -1.600 1.757 1.242
H 0.411 -1.692 -3.353
H -0.056 0.828 0.668
H 0.682 -1.433 0.507
H -0.033 -1.099 2.485
H 0.306 0.187 2.950
H -2.247 1.003 1.204
H -0.084 1.750 -2.340
H 0.393 -0.435 -2.463
H -1.505 1.667 2.210
H 1.358 1.454 -2.887
H 1.042 0.789 -0.400
H -0.521 -2.303 0.363
*
```

Frontier orbital gap ... 10.72 eV
SMILES ... O.O.O.O.O.O

=====

b.
The following is a DFT calculation (the ωB97M-V functional and the def2-TZVPD basis) of a 6-piece molecular cluster, H12O6 overall.

```
! RIJCOSX wB97M-V def2-TZVPD def2/J DEFGRID3
* xyz 0 1
O 1.128 1.271 2.564
O 0.354 0.099 -0.056
O -1.700 -0.506 -3.204
O 1.237 -2.805 0.652
O -0.810 2.336 -3.543
O -0.129 -0.979 3.862
H -1.283 1.656 -3.041
H 1.082 1.297 3.531
H -0.753 -0.319 -3.256
H 1.012 -1.883 0.460
H 0.535 0.734 0.650
H -2.019 -0.426 -4.112
H 0.044 -0.376 3.123
H 0.393 -3.223 0.854
H -0.474 0.394 -0.453
H 1.267 2.191 2.305
H 0.725 -1.384 4.053
H -0.609 1.924 -4.389
*
```

Frontier orbital gap ... 11.04 eV
SMILES ... O.O.O.O.O.O

=====

The structure with the least stability is b.